Record 1
The following is a DFT calculation (ωB97M-V with the def2-TZVPD basis set) of a molecular structure, C29H35HfN7P2 in a non-equilibrium geometry.

Element x y z (Å)
Hf1 0.421 -0.982 2.378
C1 -1.194 1.156 4.215
C2 -1.353 0.501 2.967
C3 -1.265 1.494 1.778
C4 0.059 1.527 0.978
C5 1.367 1.100 1.763
C6 1.656 1.757 2.971
C7 0.804 2.823 3.494
C8 -0.578 2.487 4.303
C9 0.528 -3.071 2.306
H1 -1.523 0.683 5.159
H2 -2.101 -0.343 2.873
H3 -1.482 2.518 2.109
H4 -2.105 1.332 1.094
H5 -0.090 0.928 0.050
H6 0.171 2.558 0.579
H7 2.191 0.817 1.071
H8 2.605 1.517 3.482
H9 0.496 3.485 2.667
H10 1.389 3.432 4.201
H11 -0.382 2.721 5.357
H12 -1.309 3.221 3.925
H13 0.573 -3.649 3.238
H14 1.367 -3.397 1.677
H15 -0.407 -3.381 1.800
P1 1.597 -0.989 -0.975
P2 -2.007 -0.500 -0.994
N1 2.989 0.067 -1.550
N2 2.260 -2.329 -2.066
N3 -2.249 1.180 -1.577
N4 -3.544 -1.011 -1.962
C10 0.496 -0.281 -2.255
C11 -0.881 -0.984 -2.356
C12 4.088 0.184 -0.710
C13 5.048 0.996 -1.321
C14 4.540 1.339 -2.613
C15 3.267 0.765 -2.719
C16 2.278 -3.657 -1.643
C17 2.712 -4.479 -2.684
C18 2.988 -3.630 -3.800
C19 2.697 -2.323 -3.390
C20 -2.953 2.146 -0.853
C21 -2.796 3.390 -1.460
C22 -2.068 3.167 -2.675
C23 -1.718 1.818 -2.712
C24 -4.115 -0.551 -3.156
C25 -5.257 -1.317 -3.428
C26 -5.358 -2.297 -2.405
C27 -4.303 -2.100 -1.530
H16 0.948 -0.291 -3.263
H17 0.342 0.778 -1.996
H18 -1.301 -0.732 -3.348
H19 -0.797 -2.084 -2.309
H20 4.070 -0.327 0.243
H21 5.982 1.317 -0.884
H22 5.052 1.912 -3.368
H23 2.576 0.819 -3.548
H24 2.008 -3.890 -0.626
H25 2.834 -5.559 -2.633
H26 3.368 -3.944 -4.761
H27 2.803 -1.410 -3.941
H28 -3.487 1.878 0.015
H29 -3.158 4.355 -1.114
H30 -1.883 3.915 -3.449
H31 -1.078 1.284 -3.411
H32 -3.683 0.261 -3.728
H33 -5.921 -1.184 -4.270
H34 -6.100 -3.067 -2.327
H35 -3.989 -2.623 -0.636
N5 0.746 -0.832 4.424
C28 0.753 -0.595 5.606
N6 1.079 -0.486 6.800
C29 0.756 0.098 7.929
N7 0.530 0.569 8.993

energy above the lowest of the compared OMol25 structures with the same formula, charge and spin = 15.4 kcal/mol
E_LUMO = -8.38 eV
orbital gap = 4.154 eV
total charge = +2

Löwdin atomic charge list, values in e, 6 entries: number 1, Hf, carries 1.6760; number 2, C, carries -0.0135; number 3, C, carries -0.2454; number 4, C, carries -0.2310; number 5, C, carries -0.2091; number 6, C, carries -0.2725

Record 2
The following is a DFT calculation (ωB97M-V with the def2-TZVPD basis set) of 2 unconnected molecules or ions with the total composition C29H35N4 in a non-equilibrium geometry.

Element x y z (Å)
C1 -0.689 2.636 1.210
N1 0.217 3.070 0.169
C2 0.605 4.463 0.325
C3 1.080 2.096 -0.269
N2 0.861 0.862 0.201
C4 2.059 0.237 0.745
C5 1.973 -0.234 2.190
C6 1.357 -1.454 2.476
C7 1.239 -1.898 3.796
C8 1.808 -1.157 4.840
C9 2.510 0.019 4.547
C10 2.599 0.475 3.228
N3 1.996 2.461 -1.214
C11 1.617 3.454 -2.217
C12 3.089 1.592 -1.637
H1 -1.135 1.688 0.910
H2 -0.179 2.477 2.176
H3 -1.469 3.388 1.324
H4 1.219 4.806 -0.505
H5 -0.324 5.041 0.339
H6 1.143 4.641 1.273
H7 2.362 -0.622 0.121
H8 2.856 0.994 0.727
H9 1.000 -2.072 1.647
H10 0.719 -2.839 3.996
H11 1.705 -1.502 5.868
H12 2.994 0.574 5.350
H13 3.194 1.365 2.988
H14 0.545 3.667 -2.143
H15 2.195 4.384 -2.092
H16 1.847 3.047 -3.213
H17 3.868 1.523 -0.866
H18 2.729 0.583 -1.892
H19 3.541 2.051 -2.522
C13 -3.948 -0.815 -3.927
C14 -2.539 -1.059 -3.567
N4 -1.748 -1.805 -4.378
C15 -0.487 -2.014 -3.804
C16 -0.514 -1.369 -2.552
C17 0.589 -1.405 -1.720
C18 1.778 -1.966 -2.185
C19 1.807 -2.588 -3.453
C20 0.668 -2.631 -4.277
C21 -1.803 -0.725 -2.381
C22 -2.082 0.008 -1.197
C23 -2.160 -0.603 0.086
C24 -1.763 -1.950 0.358
C25 -1.841 -2.470 1.641
C26 -2.300 -1.694 2.715
C27 -2.246 -2.204 4.114
C28 -2.768 -0.402 2.456
C29 -2.760 0.107 1.172
H20 -4.546 -0.651 -3.027
H21 -4.031 0.062 -4.580
H22 -4.357 -1.672 -4.476
H23 -2.050 -2.154 -5.281
H24 0.452 -0.938 -0.748
H25 2.674 -1.932 -1.560
H26 2.742 -3.044 -3.786
H27 0.655 -3.113 -5.260
H28 -2.483 1.036 -1.288
H29 -1.463 -2.595 -0.476
H30 -1.520 -3.490 1.828
H31 -3.053 -1.770 4.711
H32 -2.332 -3.292 4.140
H33 -1.296 -1.936 4.600
H34 -3.153 0.199 3.281
H35 -3.254 1.057 0.948

energy above the lowest of the compared OMol25 structures with the same formula, charge and spin = 37.0 kcal/mol
E_LUMO = -5.01 eV
orbital gap = 4.883 eV
total charge = +1

Löwdin atomic charge list, values in e, 6 entries: number 1, C, carries -0.0695; number 2, N, carries -0.1528; number 3, C, carries -0.0484; number 4, C, carries -0.3521; number 5, N, carries 0.0389; number 6, C, carries -0.2137

Record 3
The following is a DFT calculation (ωB97M-V with the def2-TZVPD basis set) of a molecular structure, C29H36BCl2EuN10OS.

Element x y z (Å)
Eu1 -0.529 -0.490 0.534
C1 1.766 -0.063 -3.032
C2 2.486 0.000 -1.723
C3 3.873 0.071 -1.535
C4 4.050 0.090 -0.167
C5 5.322 0.163 0.614
N1 2.834 0.038 0.403
N2 1.860 -0.020 -0.553
B1 2.503 0.043 1.914
N3 1.782 -1.294 2.279
N4 1.362 -2.180 1.313
C6 1.180 -3.337 1.928
C7 0.739 -4.555 1.185
C8 1.463 -3.224 3.300
C9 1.827 -1.911 3.482
C10 2.197 -1.181 4.726
N5 1.649 1.293 2.255
N6 0.504 1.548 1.550
C11 0.059 2.738 1.950
C12 -1.172 3.372 1.390
C13 0.916 3.257 2.928
C14 1.911 2.313 3.092
C15 3.074 2.341 4.029
H1 2.489 0.002 -3.846
H2 1.052 0.752 -3.145
H3 1.219 -1.000 -3.153
H4 4.639 0.101 -2.293
H5 6.164 0.161 -0.079
H6 5.429 -0.684 1.291
H7 5.381 1.069 1.219
H8 3.527 0.126 2.541
H9 0.799 -4.398 0.109
H10 -0.290 -4.822 1.423
H11 1.385 -5.397 1.444
H12 1.379 -3.984 4.060
H13 2.199 -1.868 5.571
H14 1.470 -0.393 4.941
H15 3.185 -0.725 4.639
H16 -0.931 3.933 0.484
H17 -1.586 4.074 2.116
H18 -1.925 2.621 1.144
H19 0.819 4.195 3.451
H20 3.168 3.341 4.453
H21 4.010 2.091 3.531
H22 2.936 1.635 4.849
O1 -1.220 -1.290 2.472
N7 -1.305 -1.006 3.792
C16 -1.159 0.293 4.238
C17 -1.076 0.540 5.575
C18 -1.146 -0.510 6.528
C19 -1.382 -1.815 6.018
C20 -1.466 -2.048 4.679
H23 -1.144 1.050 3.471
H24 -0.971 1.573 5.883
H25 -1.084 -0.320 7.589
H26 -1.514 -2.661 6.682
H27 -1.630 -3.011 4.222
Cl1 -1.380 -0.262 -2.204
C21 -3.088 0.088 -1.902
C22 -3.992 -0.091 -2.922
C23 -5.323 0.276 -2.724
C24 -5.657 0.868 -1.500
C25 -4.721 1.029 -0.503
Cl2 -5.207 1.828 0.983
C26 -3.347 0.570 -0.569
N8 -2.464 0.574 0.392
H28 -3.660 -0.508 -3.865
H29 -6.058 0.165 -3.509
H30 -6.664 1.226 -1.321
S1 -1.867 -3.079 -0.365
C27 -3.456 -2.787 0.156
N9 -3.841 -2.037 1.174
C28 -5.291 -1.906 1.252
C29 -5.769 -2.669 -0.002
N10 -4.545 -3.349 -0.434
H31 -3.220 -1.295 1.499
H32 -5.569 -0.856 1.234
H33 -5.673 -2.348 2.173
H34 -6.128 -1.989 -0.777
H35 -6.549 -3.389 0.239
H36 -4.420 -3.643 -1.388

spin multiplicity = 8
energy above the lowest of the compared OMol25 structures with the same formula, charge and spin = 0.0 kcal/mol
E_LUMO (alpha / beta) = 2.51 / 2.51 eV
orbital gap (alpha / beta) = 4.428 / 6.067 eV
total charge = -1

Löwdin atomic charge list, values in e, 6 entries: number 1, Eu, carries 1.6517; number 2, C, carries -0.0764; number 3, C, carries -0.3479; number 4, C, carries 0.0011; number 5, C, carries -0.2814; number 6, C, carries -0.0323

Record 4
The following is a DFT calculation (ωB97M-V with the def2-TZVPD basis set) of a molecular structure, C29H36BCl32FN2O7P in a non-equilibrium geometry.

Element x y z (Å)
C1 -7.783 1.543 3.859
C2 -6.593 2.533 4.271
O1 -5.484 2.587 3.330
B1 -4.763 1.354 3.249
O2 -4.866 0.341 4.305
C3 -3.810 0.926 1.964
C4 -3.607 2.084 0.871
P1 -5.138 2.697 -0.036
O3 -5.154 4.249 0.030
O4 -6.638 2.183 0.577
O5 -4.918 2.351 -1.722
O6 -2.468 1.769 0.020
C5 -2.512 0.420 -0.518
C6 -1.016 0.192 -1.143
C7 0.096 1.115 -0.383
C8 1.529 0.481 -0.839
C9 2.774 1.454 -0.553
N1 3.705 0.764 0.409
C10 4.544 1.751 1.166
C11 4.542 -0.248 -0.264
C12 5.630 0.029 -1.396
O7 4.405 -1.454 0.112
C13 -2.818 -0.737 0.545
C14 -2.764 -2.233 -0.017
C15 -2.642 -2.652 -1.498
C16 -2.619 -4.161 -1.850
C17 -2.724 -5.289 -0.775
C18 -2.810 -4.875 0.721
C19 -2.827 -3.371 1.062
N2 -4.022 -0.457 1.440
C20 -5.345 -0.862 0.916
C21 -5.653 -0.758 -0.641
F1 -6.652 -1.797 -0.900
H1 -8.081 1.580 2.760
H2 -7.539 0.494 4.249
H3 -8.719 1.879 4.451
H4 -7.052 3.593 4.307
H5 -6.236 2.322 5.340
H6 -5.235 -0.467 3.863
H7 -2.768 0.876 2.482
H8 -3.241 2.997 1.486
H9 -7.225 2.076 -0.210
H10 -5.818 2.526 -2.101
H11 -3.203 0.451 -1.427
H12 -0.646 -0.878 -1.031
H13 -1.040 0.577 -2.219
H14 0.013 2.216 -0.658
H15 0.046 0.936 0.754
H16 1.445 0.311 -1.978
H17 1.733 -0.535 -0.352
H18 3.360 1.662 -1.531
H19 2.421 2.460 -0.152
H20 4.275 1.672 2.282
H21 5.644 1.433 1.031
H22 4.390 2.827 0.816
H23 5.160 0.385 -2.378
H24 6.384 0.846 -1.090
H25 6.246 -0.914 -1.614
H26 -1.918 -0.701 1.279
H27 -2.590 -1.845 -2.318
H28 -2.547 -4.462 -2.955
H29 -2.739 -6.391 -1.061
H30 -2.858 -5.643 1.557
H31 -2.888 -3.079 2.178
H32 -3.841 -1.080 2.263
H33 -5.459 -1.990 1.166
H34 -6.264 -0.390 1.438
H35 -6.144 0.202 -0.998
H36 -4.800 -0.997 -1.350
C22 8.044 -3.885 -2.848
Cl1 9.390 -2.759 -3.125
Cl2 8.671 -5.403 -2.166
Cl3 6.889 -3.157 -1.710
Cl4 7.224 -4.220 -4.389
C23 -1.684 3.508 4.930
Cl5 -3.137 2.597 4.450
Cl6 -0.235 2.693 4.298
Cl7 -1.782 5.144 4.259
Cl8 -1.592 3.590 6.700
C24 9.208 -7.228 -6.754
Cl9 7.633 -7.785 -7.359
Cl10 10.388 -8.551 -6.873
Cl11 9.762 -5.850 -7.729
Cl12 9.047 -6.727 -5.057
C25 13.172 -3.920 -4.335
Cl13 11.738 -4.840 -4.836
Cl14 14.633 -4.715 -4.958
Cl15 13.073 -2.269 -4.985
Cl16 13.244 -3.854 -2.561
C26 -1.442 4.036 10.974
Cl17 0.240 4.402 11.408
Cl18 -1.468 2.830 9.667
Cl19 -2.294 3.390 12.392
Cl20 -2.249 5.521 10.423
C27 6.981 -10.097 -10.737
Cl21 5.320 -9.472 -10.814
Cl22 7.296 -11.120 -12.155
Cl23 8.125 -8.737 -10.722
Cl24 7.185 -11.057 -9.256
C28 -3.826 6.757 -2.062
Cl25 -5.407 6.196 -2.652
Cl26 -2.649 5.429 -2.170
Cl27 -3.275 8.119 -3.060
Cl28 -3.971 7.285 -0.371
C29 -1.222 9.454 3.919
Cl29 -1.772 8.158 2.834
Cl30 -1.823 11.016 3.325
Cl31 -1.850 9.161 5.555
Cl32 0.553 9.478 3.961

E_LUMO = -3.06 eV
orbital gap = 7.812 eV
total charge = +1

Löwdin atomic charge list, values in e, 6 entries: number 1, C, carries -0.0717; number 2, C, carries -0.2064; number 3, O, carries -0.0732; number 4, B, carries -0.7268; number 5, O, carries 0.0511; number 6, C, carries -0.1289

Record 5
The following is a DFT calculation (ωB97M-V with the def2-TZVPD basis set) of a molecular structure, C29H36BF3MoNO5SSbSe4 in a non-equilibrium geometry.

Element x y z (Å)
Mo1 2.173 1.524 0.753
Se1 5.678 -1.159 2.372
Sb1 5.107 1.136 2.279
Se2 4.331 2.049 -0.020
Se3 2.357 1.590 3.002
Se4 6.215 2.801 3.536
F1 0.984 6.385 -0.274
C1 0.909 5.284 -1.005
F2 -0.274 4.704 -0.801
F3 1.011 5.596 -2.293
S1 2.274 4.134 -0.561
O1 3.464 4.840 -0.903
O2 1.944 2.906 -1.329
O3 2.039 3.823 0.870
C2 -5.856 -0.268 -0.265
C3 -5.791 1.254 -0.467
C4 -5.993 1.575 -1.955
C5 -6.937 1.886 0.321
C6 -4.419 1.754 -0.008
C7 -4.266 2.656 1.047
C8 -3.015 3.062 1.520
C9 -1.918 2.531 0.891
O4 -0.577 2.691 1.180
B1 0.094 1.895 0.258
O5 -0.797 1.273 -0.600
C10 -2.052 1.669 -0.179
C11 -3.273 1.257 -0.646
H1 -6.842 -0.643 -0.551
H2 -5.682 -0.526 0.783
H3 -5.111 -0.788 -0.871
H4 -6.951 1.173 -2.297
H5 -5.206 1.140 -2.574
H6 -5.996 2.656 -2.120
H7 -7.885 1.494 -0.052
H8 -6.956 2.972 0.205
H9 -6.873 1.647 1.386
H10 -5.141 3.061 1.536
H11 -2.914 3.753 2.347
H12 -3.333 0.562 -1.475
C12 -1.827 -1.259 3.511
C13 -0.442 -1.589 3.014
C14 0.316 -2.595 3.605
C15 1.611 -2.867 3.180
C16 2.435 -3.967 3.803
C17 2.154 -2.114 2.143
C18 1.407 -1.121 1.532
C19 0.112 -0.869 1.966
N1 1.979 -0.333 0.457
C20 2.265 -1.106 -0.829
C21 3.736 -1.522 -0.907
C22 4.005 -2.212 -2.254
C23 3.133 -3.468 -2.363
C24 1.658 -3.065 -2.282
C25 1.322 -2.130 -3.445
C26 2.198 -0.882 -3.345
C27 3.678 -1.265 -3.411
C28 1.927 -0.184 -2.012
C29 1.392 -2.364 -0.941
H13 -2.366 -2.161 3.801
H14 -2.404 -0.734 2.750
H15 -1.769 -0.613 4.389
H16 -0.118 -3.183 4.410
H17 2.039 -4.265 4.774
H18 3.470 -3.644 3.927
H19 2.444 -4.849 3.156
H20 3.175 -2.293 1.834
H21 -0.492 -0.124 1.466
H22 3.970 -2.217 -0.098
H23 4.386 -0.657 -0.795
H24 5.061 -2.488 -2.291
H25 3.381 -4.170 -1.560
H26 3.328 -3.973 -3.314
H27 1.029 -3.956 -2.329
H28 0.265 -1.850 -3.410
H29 1.497 -2.638 -4.398
H30 1.954 -0.194 -4.157
H31 4.298 -0.364 -3.346
H32 3.902 -1.749 -4.367
H33 0.879 0.113 -1.948
H34 2.533 0.719 -1.967
H35 1.619 -3.060 -0.131
H36 0.335 -2.088 -0.855

energy above the lowest of the compared OMol25 structures with the same formula, charge and spin = 21.0 kcal/mol
E_LUMO = -2.38 eV
orbital gap = 6.000 eV
total charge = 0

Löwdin atomic charge list, values in e, 6 entries: number 1, Mo, carries 0.9355; number 2, Se, carries 0.0288; number 3, Sb, carries -0.0573; number 4, Se, carries 0.3992; number 5, Se, carries 0.4161; number 6, Se, carries -0.0366

Record 6
The following is a DFT calculation (ωB97M-V with the def2-TZVPD basis set) of a molecular structure, C29H36Br2N8O6P2Tl.

Element x y z (Å)
Tl1 0.694 0.428 -0.783
C1 -0.052 -4.950 2.705
N1 1.262 -4.353 2.462
C2 2.127 -5.265 1.713
P1 1.109 -2.834 1.728
O1 0.593 -2.894 0.352
O2 2.658 -2.399 1.847
P2 3.523 -1.105 1.339
O3 2.766 0.136 1.102
N2 4.601 -0.907 2.574
C3 4.563 0.282 3.404
C4 5.341 -2.032 3.106
N3 4.429 -1.797 0.122
C5 3.695 -2.497 -0.945
C6 5.377 -0.829 -0.452
N4 0.221 -1.956 2.804
C7 -1.110 -1.515 2.375
C8 0.860 -1.058 3.758
H1 0.074 -5.848 3.312
H2 -0.566 -5.222 1.774
H3 -0.670 -4.236 3.247
H4 2.230 -6.192 2.280
H5 3.108 -4.810 1.592
H6 1.721 -5.501 0.722
H7 3.903 1.009 2.938
H8 5.567 0.708 3.492
H9 4.192 0.059 4.411
H10 5.275 -2.865 2.409
H11 4.942 -2.349 4.078
H12 6.394 -1.765 3.241
H13 2.902 -3.109 -0.522
H14 4.401 -3.141 -1.474
H15 3.257 -1.794 -1.657
H16 5.849 -0.259 0.348
H17 4.882 -0.142 -1.145
H18 6.146 -1.381 -0.997
H19 -1.475 -2.169 1.584
H20 -1.087 -0.490 2.010
H21 -1.792 -1.574 3.229
H22 1.847 -1.443 4.012
H23 0.257 -1.016 4.669
H24 0.953 -0.047 3.351
Br1 -2.233 -1.201 -2.262
C9 -0.994 -1.054 -3.709
C10 -1.367 -1.467 -4.975
C11 -0.423 -1.309 -5.982
C12 0.819 -0.778 -5.682
C13 1.096 -0.421 -4.366
N5 0.181 -0.553 -3.407
C14 2.499 0.105 -3.951
O4 3.305 0.230 -4.879
O5 2.656 0.311 -2.721
H25 -2.345 -1.887 -5.160
H26 -0.666 -1.606 -6.995
H27 1.589 -0.632 -6.426
Br2 -6.804 0.762 -3.857
C15 -6.326 2.036 -2.518
C16 -5.618 1.624 -1.402
C17 -5.297 2.550 -0.427
C18 -5.689 3.895 -0.544
C19 -6.413 4.271 -1.685
C20 -6.721 3.355 -2.672
N6 -5.610 4.805 0.501
N7 -4.679 4.904 1.348
C21 -3.422 4.387 1.227
C22 -2.758 4.181 2.453
C23 -1.614 3.438 2.561
C24 -1.000 2.818 1.429
O6 -0.051 2.015 1.530
C25 -1.558 3.211 0.119
N8 -0.874 2.818 -0.969
C26 -1.230 3.256 -2.156
C27 -2.275 4.166 -2.338
C28 -3.021 4.536 -1.247
C29 -2.713 4.022 0.026
H28 -5.308 0.593 -1.302
H29 -4.764 2.226 0.457
H30 -6.728 5.302 -1.778
H31 -7.264 3.660 -3.556
H32 -3.247 4.566 3.341
H33 -1.165 3.251 3.529
H34 -0.633 2.908 -2.994
H35 -2.481 4.571 -3.320
H36 -3.821 5.254 -1.358

energy above the lowest of the compared OMol25 structures with the same formula, charge and spin = 2.4 kcal/mol
E_LUMO = 2.29 eV
orbital gap = 6.565 eV
total charge = -1

Löwdin atomic charge list, values in e, 6 entries: number 1, Tl, carries 0.9623; number 2, C, carries -0.1265; number 3, N, carries -0.2926; number 4, C, carries -0.1244; number 5, P, carries 0.4580; number 6, O, carries -0.2863

How do the records compare in molecular weight? In the order shown, they have 722.1 439.6 806.4 1719.9 1112.0 1018.8 g mol⁻¹.